Record 1
A 7-piece molecular cluster, C17H28N8O11 overall in a non-equilibrium geometry, computed with wB97M-V/def2-TZVPD.

Each line ends with the Löwdin charge.
Atoms and positions in Å:
C1 -1.338460 -0.771442 -0.788578  -0.81
O1 -0.241626 -0.179743 -0.369505  -0.18
O2 -1.184805 -1.818666 -1.538315  -0.15
O3 -2.470191 -0.299224 -0.478764  -0.06
C2 -1.327116 1.258629 5.266991  -0.05
C3 -2.280564 0.791960 4.359481  -0.02
C4 -1.883222 0.613597 3.037265  -0.32
C5 -0.566829 0.819141 2.625370  0.02
C6 0.404288 1.152170 3.566102  0.00
C7 -0.012881 1.449409 4.848045  -0.34
O4 0.901381 1.957213 5.762209  0.00
O5 -2.858681 0.344410 2.138926  0.03
H1 -1.538826 1.215350 6.330601  0.10
H2 -3.338809 0.769905 4.580971  0.11
H3 -0.422164 0.622055 1.564764  0.09
H4 1.381289 1.444167 3.201100  0.09
H5 0.464931 2.548501 6.376871  0.08
H6 -2.525534 -0.094377 1.325369  0.06
C8 0.777246 4.400180 0.040945  -0.01
C9 1.840235 5.082326 0.653004  -0.03
C10 2.786273 4.353273 1.327653  -0.33
C11 2.697850 2.956582 1.432542  -0.03
C12 1.645839 2.300440 0.827297  -0.04
C13 0.682767 3.024426 0.104100  -0.35
O6 -0.369716 2.405537 -0.442572  0.03
O7 3.672507 5.012128 2.177503  -0.01
H7 0.059259 4.901592 -0.596715  0.11
H8 1.729480 6.147449 0.807427  0.11
H9 3.487705 2.404364 1.926266  0.12
H10 1.586785 1.222661 0.935926  0.11
H11 -0.273552 1.415524 -0.407065  0.02
H12 3.757430 4.577102 3.026144  0.09
C14 1.714820 -3.458554 -0.274810  -0.70
O8 2.679030 -4.171984 0.006354  -0.04
N1 0.671292 -3.807169 -1.080253  0.14
N2 1.543134 -2.222638 0.278938  0.15
H13 -0.085043 -3.113699 -1.121002  0.04
H14 0.685474 -4.689160 -1.550150  0.10
H15 0.912184 -1.459350 -0.009452  0.05
H16 2.276982 -1.947150 0.908723  0.08
C15 0.684613 -2.252606 -4.394662  -0.70
O9 1.165893 -2.641333 -5.455830  -0.03
N3 -0.653123 -2.305972 -4.139863  0.15
N4 1.414668 -1.916633 -3.288758  0.17
H17 -1.234985 -2.470778 -4.938348  0.08
H18 -1.050249 -2.077690 -3.226397  0.04
H19 1.012580 -1.384975 -2.532767  0.06
H20 2.406778 -1.892081 -3.441162  0.10
C16 -3.906729 -4.251478 -0.302522  -0.68
O10 -4.884592 -4.946767 -0.038984  -0.03
N5 -2.655264 -4.758309 -0.565500  0.15
N6 -3.893161 -2.885701 -0.262909  0.17
H21 -2.580368 -5.749675 -0.675012  0.09
H22 -1.865746 -4.138832 -0.639355  0.06
H23 -3.004870 -2.413809 -0.218814  0.05
H24 -4.753564 -2.384402 -0.179759  0.10
C17 1.358903 1.454670 -3.717213  -0.69
O11 2.081319 1.730021 -4.671994  -0.02
N7 1.776374 1.397058 -2.428889  0.18
N8 0.011265 1.276100 -3.866101  0.17
H25 2.714746 1.677494 -2.222020  0.11
H26 1.147927 1.118480 -1.697865  0.05
H27 -0.322910 1.411546 -4.799867  0.10
H28 -0.609655 1.248714 -3.075106  0.09

Cartesian forces (eV/Å) of the 3 atoms listed first:
C 0.14 0.15 -0.56
O 0.35 0.41 -0.21
O -0.43 0.21 0.86

Output
- net charge = -2
- total energy (hartree) = -1930.60817
- E_LUMO (eV) = 3.885

---

Record 2
An isolated ion of composition C4H8BrN2 and charge +1 in a non-equilibrium geometry, computed with wB97M-V/def2-TZVPD.

Each line ends with the Löwdin charge.
Atoms and positions in Å:
C1 0.560047 -1.657371 -0.128579  -0.05
C2 -0.360845 1.418427 -0.410804  -0.06
C3 -0.397360 0.436262 0.756680  -0.22
C4 2.273402 -0.030016 0.097153  -0.53
N1 -0.425517 -0.932847 0.291297  0.11
N2 1.852513 -1.292312 -0.176795  -0.04
Br1 4.105187 0.166531 0.025485  0.83
H1 0.340672 -2.668274 -0.461827  0.17
H2 -1.125689 1.184675 -1.147845  0.09
H3 -0.542895 2.419332 -0.031890  0.09
H4 0.510491 0.580501 1.349948  0.10
H5 -1.283248 0.597207 1.367624  0.13
H6 0.616531 1.410078 -0.885479  0.05
H7 -1.349904 -1.353815 0.247146  0.18
H8 2.505415 -2.025718 -0.472628  0.15

Cartesian forces (eV/Å) of the 3 atoms listed first:
C -1.09 -0.09 0.13
C -0.16 -0.06 0.04
C 0.14 1.26 0.19

Output
- net charge = +1
- relative energy (zero: lowest compared OMol25 entry of this formula, charge and spin) (kcal/mol) = 70.9
- total energy (hartree) = -2840.40721
- E_LUMO (eV) = -5.332

---

Record 3
C25H37N11O5SSbSr as an isolated structure in a non-equilibrium geometry, computed with wB97M-V/def2-TZVPD.

Each line ends with the Löwdin charge.
Atoms and positions in Å:
Sr1 0.060122 0.125692 0.304118  1.28
O1 0.588018 0.071931 2.662448  -0.35
N1 -0.534213 -0.068238 3.254595  -0.07
C1 -0.517746 -0.657182 4.433191  -0.31
C2 -1.760827 -0.733471 5.130479  -0.20
N2 -2.767382 -0.789733 5.685119  0.15
C3 0.645474 -1.317668 4.920588  -0.13
N3 1.589278 -1.893573 5.244024  0.16
C4 -4.787661 0.811640 2.716299  -0.16
C5 -4.799748 1.069391 1.211796  -0.60
C6 -5.297331 -0.154567 0.449595  -0.16
Sb1 -2.819844 1.634404 0.552409  1.49
C7 -3.285789 2.547577 -1.347893  -0.58
C8 -4.610686 3.300045 -1.349980  -0.15
C9 -3.213629 1.534109 -2.484509  -0.16
C10 -2.631687 3.398204 1.791222  -0.56
C11 -2.004956 4.567029 1.043719  -0.15
C12 -1.817813 3.065758 3.040107  -0.16
H1 -5.778634 0.502313 3.062317  0.08
H2 -4.502891 1.697319 3.285766  0.06
H3 -4.089382 0.013732 2.982310  0.06
H4 -5.456930 1.915719 0.993238  0.08
H5 -4.633864 -1.010120 0.603768  0.07
H6 -5.362342 0.025399 -0.625892  0.05
H7 -6.292126 -0.449224 0.798039  0.07
H8 -2.455565 3.249002 -1.466140  0.06
H9 -5.455200 2.608920 -1.284739  0.07
H10 -4.730749 3.871907 -2.275684  0.08
H11 -4.693642 3.999755 -0.515481  0.06
H12 -4.002689 0.781206 -2.406308  0.06
H13 -2.250334 1.019774 -2.503555  0.05
H14 -3.333981 2.031760 -3.451853  0.08
H15 -3.658410 3.645823 2.080448  0.08
H16 -1.001831 4.302900 0.707095  0.05
H17 -1.927778 5.434413 1.706930  0.08
H18 -2.582897 4.870335 0.169143  0.06
H19 -0.798881 2.778305 2.769385  0.07
H20 -2.245199 2.246193 3.619552  0.05
H21 -1.751980 3.943667 3.690082  0.08
O2 9.156658 -0.054948 -5.861671  -0.36
S1 8.702481 -0.869558 -4.752176  0.39
O3 8.582406 -0.172504 -3.488508  -0.37
O4 9.290102 -2.195551 -4.671953  -0.36
C13 6.980225 -1.267418 -5.211469  -0.33
N4 6.783651 -1.805641 -6.420308  0.13
C14 5.537328 -2.100058 -6.741336  -0.12
C15 4.463655 -1.886284 -5.885822  -0.01
C16 4.775013 -1.337767 -4.653764  -0.23
N5 6.024319 -1.023153 -4.324319  0.16
C17 3.754497 -1.048299 -3.612409  -0.13
C18 2.490746 -1.632464 -3.615447  0.00
C19 1.608770 -1.327008 -2.598062  -0.17
N6 1.895833 -0.487385 -1.600805  -0.05
C20 3.106294 0.078585 -1.606351  -0.13
C21 4.061754 -0.176391 -2.572816  0.03
H22 5.377712 -2.526292 -7.727429  0.11
H23 3.453274 -2.122698 -6.187883  0.10
H24 2.194782 -2.333663 -4.383201  0.11
H25 0.625852 -1.788582 -2.575593  0.11
H26 3.320553 0.765401 -0.795182  0.12
H27 5.043409 0.275884 -2.530538  0.13
N7 2.023140 -3.934313 3.651391  0.13
N8 1.903468 -3.406470 2.377503  -0.27
N9 2.839139 -3.546260 1.466839  0.13
C22 2.301952 -2.898146 0.444757  -0.20
N10 1.092564 -2.402310 0.745446  -0.07
N11 0.842427 -2.777293 1.988577  0.07
H28 3.001899 -4.185932 3.747771  0.10
H29 1.838587 -3.174021 4.309679  -0.03
H30 2.797870 -2.768309 -0.500436  0.10
C23 0.723518 4.400435 -1.484984  -0.08
C24 0.865637 2.886925 -1.643055  -0.62
C25 0.354381 2.471473 -3.023712  -0.07
O5 0.207156 2.204288 -0.628419  -0.54
H31 1.240385 4.940126 -2.282538  0.07
H32 1.132637 4.724333 -0.526411  0.07
H33 -0.335057 4.673976 -1.515907  0.06
H34 1.948931 2.666327 -1.615485  0.11
H35 -0.694329 2.765201 -3.132926  0.06
H36 0.418722 1.388162 -3.147051  0.05
H37 0.926971 2.940998 -3.827679  0.08

Cartesian forces (eV/Å) of the 3 atoms listed first:
Sr 0.41 0.19 -0.32
O -0.01 -0.15 0.35
N 0.25 0.28 -0.04

Output
- net charge = -1
- relative energy (zero: lowest compared OMol25 entry of this formula, charge and spin) (kcal/mol) = 12.0
- total energy (hartree) = -2622.51371
- E_LUMO (eV) = 1.343

---

no.,orbital gap (eV)
1,7.13
2,8.02
3,6.97